18
Properties=species:S:1:pos:R:3:forces:R:3:nbo_charge:R:1 method="wB97M-V/def2-TZVPD" total_charge=0 e_homo_ev=-8.38 de_lowest_ev=11.605 e_lumo_ha=0.0256 spin_multiplicity=1
C -2.555168 -0.456969 0.788764 -3.89 -0.68 -0.65 -0.69
C -1.247151 -0.781543 0.131738 5.48 -0.71 -2.19 -0.14
C 0.434834 0.879162 -0.424972 -1.14 -4.22 0.85 0.68
C 2.031257 -1.162562 -0.349876 2.09 0.64 -5.06 -0.39
H -3.298645 0.319365 -0.167688 2.45 -2.55 3.18 0.24
H -3.154903 -1.693680 0.708825 1.43 4.19 1.07 0.24
H -2.575773 0.231776 1.924578 0.17 -2.65 -3.73 0.27
H -1.137953 -1.558875 -0.812857 -1.34 1.40 2.81 0.22
H 0.020687 -1.128109 0.752857 -4.74 1.11 -0.93 0.21
H -0.362103 2.776877 -0.041369 1.91 -1.15 -0.19 0.39
H 2.293354 1.779074 0.507125 -2.72 2.20 -2.85 0.45
H 1.942316 -1.562257 -1.669939 -0.02 1.01 3.95 0.16
H 3.261142 -1.108747 -0.286595 -3.37 -0.36 0.38 0.22
H 1.533963 -1.915377 0.239329 0.36 -0.44 0.26 0.18
N 0.488228 2.180924 -0.282157 -4.68 -0.06 -0.58 -0.27
N 1.499482 0.178644 -0.219148 0.47 0.52 0.21 -0.68
O -0.856655 0.456558 -0.567719 0.23 -0.13 0.33 -0.56
O 1.683086 2.565739 -0.230894 7.29 1.88 3.15 -0.53



81
Properties=species:S:1:pos:R:3:forces:R:3:mulliken_spin:R:1 method="wB97M-V/def2-TZVPD" total_charge=-2 s_squared=2.0177 e_homo_ev="-0.34 / -0.87" de_lowest_ev=0.000 e_lumo_ha="0.1698 / 0.1697" spin_multiplicity=3
Ni 0.064111 -1.216162 -0.135105 -0.40 -0.16 0.44 0.79
C -2.335204 -0.167184 -2.630169 -0.11 0.28 0.09 0.01
Si -2.149868 -1.030277 -0.942307 0.06 -0.51 -0.16 -0.03
C -3.538874 -0.458722 0.228324 -0.06 0.34 -0.11 0.06
C -2.991859 -2.711764 -1.472122 -0.15 0.10 -0.07 0.04
C -4.294087 -2.851770 -1.972218 0.05 -0.07 0.01 0.00
C -4.779833 -4.093011 -2.363260 -0.06 0.15 0.00 0.00
C -3.963339 -5.214294 -2.268865 0.10 -0.08 0.01 0.00
C -2.669485 -5.083503 -1.782733 0.08 -0.14 0.02 0.00
C -2.174162 -3.841059 -1.379609 -0.15 0.26 0.07 -0.01
Si -0.447680 -3.337887 -0.761406 0.27 -0.29 -0.36 -0.01
C -0.007796 -4.734860 0.452333 0.26 0.07 0.15 -0.01
C 0.642203 -3.703068 -2.289794 0.24 0.19 0.10 0.00
H -3.381561 -0.244152 -2.947107 0.02 -0.01 -0.08 0.00
H -1.712815 -0.624361 -3.404397 0.02 -0.09 0.08 0.00
H -2.068315 0.887290 -2.542498 -0.01 -0.02 -0.07 0.00
H -4.478845 -0.513088 -0.332924 -0.05 -0.03 0.09 0.01
H -3.385755 0.571764 0.552536 -0.07 -0.05 0.02 -0.02
H -3.626909 -1.089594 1.115032 0.08 -0.10 -0.05 0.00
H -4.941631 -1.981646 -2.057335 0.01 -0.02 -0.01 0.00
H -5.792514 -4.192519 -2.744210 0.00 0.01 0.01 0.00
H -4.337987 -6.185086 -2.578968 0.01 -0.01 0.01 0.00
H -2.039467 -5.970236 -1.722860 -0.01 0.05 0.01 0.00
H -0.271578 -5.700078 0.008360 -0.04 -0.03 0.01 0.00
H -0.523052 -4.627072 1.410218 -0.04 -0.01 -0.05 0.00
H 1.066205 -4.721965 0.670082 -0.15 -0.10 -0.06 0.00
H 0.557104 -4.728960 -2.664836 -0.09 -0.02 0.08 0.00
H 1.682183 -3.511536 -2.002109 -0.07 -0.05 -0.15 0.00
H 0.380670 -3.015723 -3.100871 0.01 -0.05 0.00 0.00
C -3.263590 5.300581 -1.836917 0.01 0.13 -0.02 0.00
As -3.167224 3.759436 -0.608429 0.02 -0.16 -0.04 0.00
C -4.224251 4.590558 0.831229 -0.03 0.09 0.08 0.00
C -1.416885 4.195569 0.135936 0.12 0.06 0.04 0.01
S -0.775324 0.840530 0.017586 0.10 0.28 0.07 0.80
H -3.022070 6.232563 -1.319641 0.00 -0.01 0.00 0.00
H -4.261060 5.382314 -2.271642 -0.01 -0.03 0.02 0.00
H -2.549202 5.152927 -2.647828 0.00 -0.02 0.01 0.00
H -3.859648 5.595937 1.055602 0.00 -0.01 0.00 0.00
H -4.143518 3.977121 1.729076 0.01 -0.01 -0.02 0.00
H -5.276227 4.646698 0.547096 0.01 -0.02 -0.02 0.00
H -1.363308 5.249737 0.420136 -0.04 0.01 0.00 0.00
H -0.643853 3.968770 -0.597857 -0.04 -0.02 -0.01 0.00
H -1.217715 3.554913 0.994527 -0.04 0.00 -0.02 0.00
C 4.460122 3.398340 3.156538 -0.07 -0.06 -0.05 0.00
C 3.359108 2.383968 2.942335 0.06 0.04 -0.10 -0.02
C 2.640222 1.886998 4.015309 -0.06 -0.05 0.04 0.03
C 1.621106 0.955007 3.767944 -0.03 -0.03 0.12 -0.01
C 0.814611 0.369739 4.904678 0.05 0.07 -0.08 0.00
C 1.343648 0.543603 2.487681 -0.23 -0.07 0.29 0.04
C 2.057793 1.009213 1.358335 0.21 0.23 -0.19 -0.08
C 3.074798 1.960070 1.647017 0.04 0.03 -0.02 0.04
N 1.723096 0.509046 0.145748 0.14 -0.01 -0.30 0.23
C 2.426537 0.862676 -1.087636 0.13 -0.13 0.14 -0.05
C 3.892923 0.382619 -1.021771 -0.02 -0.06 0.01 0.04
C 1.769770 0.069598 -2.221052 -0.13 0.01 -0.05 0.02
C 2.324904 2.350561 -1.468407 -0.10 -0.06 0.23 0.00
H 4.588768 3.622050 4.217547 0.00 0.00 0.00 0.00
H 4.233750 4.333945 2.636829 0.03 0.01 0.02 0.00
H 5.413583 3.029827 2.767594 0.01 0.03 0.01 0.00
H 2.863802 2.209077 5.029029 -0.01 -0.01 -0.01 0.00
H 1.194657 0.703788 5.873325 -0.01 -0.02 0.01 0.00
H 0.850891 -0.720934 4.865212 -0.02 0.01 0.04 0.00
H -0.234288 0.667367 4.825843 0.00 -0.02 0.03 0.00
H 0.544050 -0.169757 2.329458 0.13 0.06 -0.02 0.02
H 3.666150 2.385219 0.848640 0.02 -0.02 0.05 0.01
H 3.892915 -0.703065 -0.885111 0.00 0.15 -0.04 -0.01
H 4.441558 0.825341 -0.192234 0.02 0.02 -0.01 0.00
H 4.416545 0.623750 -1.953809 -0.01 0.01 -0.01 0.00
H 1.780112 -0.998904 -1.986081 0.03 0.04 -0.02 0.00
H 2.303580 0.232518 -3.164138 0.03 -0.02 0.01 0.00
H 0.731337 0.384992 -2.344493 0.02 -0.02 0.00 0.00
H 2.805157 3.004792 -0.741106 0.01 0.02 -0.11 0.00
H 1.263239 2.606851 -1.493034 0.00 0.04 -0.09 0.01
H 2.768908 2.523899 -2.453863 -0.01 0.02 0.00 0.00
C 3.762993 -3.012615 0.759028 -0.11 0.04 -0.05 0.01
O 2.639694 -2.542739 0.030826 0.09 0.00 0.09 -0.02
C 1.514670 -2.198279 0.808417 -0.23 -0.15 0.04 0.12
O 1.578174 -2.444635 1.998377 0.11 0.02 -0.14 0.00
H 4.531332 -3.241110 0.018969 0.03 -0.01 0.01 0.00
H 3.516212 -3.907720 1.334450 0.03 -0.03 0.03 0.00
H 4.127588 -2.252227 1.453543 0.01 0.00 0.02 0.00



47
Properties=species:S:1:pos:R:3:forces:R:3:nbo_charge:R:1 method="wB97M-V/def2-TZVPD" total_charge=+2 e_homo_ev="-15.36 / -15.14" e_lumo_ha="-0.3475 / -0.3991" spin_multiplicity=1
C -0.375829 3.099880 -0.816992 0.62 -0.78 -0.91 0.04
N -0.338984 1.863942 -1.361869 -0.16 1.10 -0.84 -0.55
N 0.073042 2.027966 -2.691433 -0.06 -0.59 0.49 -0.32
C 0.374777 3.317552 -2.912781 -0.67 -0.33 0.44 0.05
C 0.103005 4.035746 -1.749327 -0.20 -0.60 -0.18 -0.29
B 0.195737 0.782203 -3.666286 -1.06 0.54 0.21 0.53
N 1.247466 -0.095166 -2.952181 1.45 -0.83 -1.09 -0.22
N 0.973825 -0.391541 -1.616157 2.53 -1.72 1.08 -0.37
C 2.007947 -1.154976 -1.213844 -2.67 1.42 0.56 0.04
C 2.882677 -1.404949 -2.279200 0.40 -0.23 -0.31 -0.05
C 2.362972 -0.705505 -3.370504 -1.94 1.40 -0.12 0.05
Be -0.671912 0.238435 -1.032419 -0.83 0.00 0.55 1.69
N -1.082564 -0.128649 -3.587253 0.39 0.26 0.36 -0.30
N -1.531603 -0.405709 -2.312426 -1.23 -0.17 -1.05 -0.55
C -2.664425 -1.123205 -2.443054 1.11 0.34 -0.48 0.04
C -2.879933 -1.400931 -3.806486 -0.07 0.11 0.03 -0.28
C -1.863196 -0.743315 -4.498218 0.04 0.37 0.35 0.03
H -3.252814 -1.369636 -1.571636 0.11 -0.15 -0.10 0.25
H -1.672372 -0.606415 -5.567728 -0.13 -0.21 0.58 0.26
H -3.689911 -1.982735 -4.230128 0.18 0.21 0.08 0.27
H 0.456654 1.114473 -4.783806 0.18 -0.16 0.23 0.02
H 2.682969 -0.588088 -4.396907 0.12 -0.10 0.15 0.28
H 0.669974 3.614934 -3.909599 0.10 0.17 0.22 0.25
H 3.732357 -2.042843 -2.289681 0.56 -0.29 0.11 0.27
H 0.186486 5.089846 -1.619483 0.05 0.39 0.08 0.26
H 2.037026 -1.474250 -0.189438 0.15 -0.25 0.09 0.26
H -0.715993 3.259861 0.200969 0.11 -0.08 -0.27 0.23
H -0.394156 -2.474450 0.218805 0.10 -0.28 0.31 0.21
C 0.027368 -2.531427 1.229796 0.29 -0.09 0.17 -0.85
H 0.790726 -3.319179 1.320635 -0.25 0.28 -0.21 0.23
H 0.472622 -1.548981 1.459407 -0.21 -0.41 0.13 0.20
H -0.765650 -2.770248 1.953309 0.27 0.19 -0.37 0.22
O -2.289544 2.931136 2.514099 0.81 -2.26 0.92 -0.51
C -1.782798 1.827548 3.080940 -1.23 1.74 -0.13 0.44
C -1.128327 1.920087 4.320996 0.46 -0.34 1.57 -0.18
C -0.981044 0.790181 5.114318 0.42 1.13 -0.20 -0.18
C -1.427098 -0.457991 4.652487 -0.21 -0.15 0.29 -0.04
C -1.953278 -0.584647 3.353763 -0.36 0.69 -0.89 -0.15
C -2.052083 0.542866 2.527038 0.50 -1.39 0.60 -0.15
C -2.200114 0.624870 1.055984 -1.45 0.03 -2.61 0.79
O -2.996446 1.497078 0.583882 1.91 -1.71 1.13 -0.62
O -1.449684 -0.178945 0.345864 -0.23 1.47 0.63 -0.89
H -2.883035 2.533188 1.774780 0.22 0.55 -0.40 0.53
H -0.851455 2.896947 4.689405 -0.01 0.08 0.02 0.27
H -0.520752 0.875278 6.106378 -0.27 0.00 -0.48 0.27
H -1.342880 -1.325770 5.323091 -0.10 0.37 -0.51 0.26
H -2.317450 -1.559865 3.036590 0.29 0.28 -0.24 0.26



The calculated total energy results, record by record, are as follows: -418.03449; -5982.90111; -1252.60712 Ha.